[1]
The following is a DFT calculation (ωB97M-V with the def2-TZVPD basis set) of a cluster of 7 separate species, C24H39BNO14S in total at a distorted geometry.

Geometry as XYZ:
```
80
Properties=species:S:1:pos:R:3:forces:R:3
O 1.97879 3.99635 4.44186 0.35 -0.14 -0.49
B 1.64273 2.80094 3.71356 0.93 0.36 0.34
O 0.19968 2.49296 3.76758 8.13 5.80 1.42
N 2.52690 1.95911 3.08069 -0.85 0.67 -0.39
S 3.93516 2.52451 2.33851 0.23 -0.31 0.30
H 1.48785 4.75730 4.13283 -0.29 0.08 0.16
H -0.20375 2.80152 2.95474 1.57 0.65 -0.30
H 3.92433 3.87795 2.43295 -0.17 -0.03 0.25
O 4.75657 0.98888 -0.97839 -0.13 0.17 -0.29
C 3.64906 0.53321 -0.97478 0.34 -0.29 0.32
O 2.53283 1.29135 -0.87600 0.29 0.14 -0.27
C 1.37698 0.45584 -0.76924 -0.32 -0.01 0.17
C 1.78205 -0.88561 -1.35489 0.06 -0.14 -0.13
C 3.26970 -0.94054 -1.01560 -0.36 0.23 -0.12
H 1.11643 0.37939 0.29006 0.01 -0.02 -0.01
H 0.55832 0.93437 -1.30481 0.02 0.02 0.02
H 1.19596 -1.70499 -0.95105 0.08 0.07 0.01
H 1.65720 -0.87389 -2.44109 -0.02 0.06 0.00
H 3.47278 -1.35688 -0.02751 -0.09 -0.07 -0.02
H 3.85348 -1.48504 -1.75310 0.17 0.07 0.10
O 2.78609 -4.03553 0.34011 0.35 -0.86 -0.40
C 1.61059 -4.15914 0.51361 -0.13 0.67 0.54
O 0.88549 -3.04199 0.73571 0.04 0.20 -0.02
C -0.44513 -3.34761 1.11941 -0.62 0.10 0.00
C -0.71522 -4.73983 0.55754 0.44 -0.10 0.06
C 0.69173 -5.36202 0.64596 -0.22 0.11 -0.21
H -0.49662 -3.29228 2.20546 -0.21 -0.06 -0.03
H -1.09581 -2.57748 0.71047 -0.02 0.01 0.08
H -1.47582 -5.27806 1.12033 0.06 -0.01 0.05
H -1.04380 -4.67760 -0.48152 0.02 0.04 0.00
H 0.86255 -5.78565 1.63818 0.13 -0.13 -0.08
H 0.90527 -6.10597 -0.11758 0.09 -0.05 0.09
O -2.40232 1.98058 -0.77723 -0.03 0.10 -0.13
C -2.02686 2.64854 -1.69701 0.05 -0.07 0.27
O -1.38801 2.11820 -2.76216 -0.01 -0.12 -0.08
C -0.95755 3.14906 -3.66726 0.01 0.09 0.00
C -1.86409 4.33889 -3.36390 -0.03 0.02 0.00
C -2.14018 4.15161 -1.87631 -0.06 -0.01 -0.13
H 0.09250 3.36619 -3.46205 0.00 0.01 -0.01
H -1.05048 2.77770 -4.68234 0.05 -0.10 0.06
H -1.40671 5.29280 -3.61980 0.04 -0.02 0.02
H -2.79643 4.24546 -3.92544 0.01 0.01 -0.02
H -1.37744 4.61889 -1.24974 -0.02 0.00 0.01
H -3.12074 4.49293 -1.55387 0.05 0.01 0.09
O -0.23491 1.52067 -6.98198 0.00 0.02 -0.06
C -0.72922 2.48137 -7.48671 -0.07 -0.03 0.11
O -0.57596 3.72917 -6.96318 0.01 0.00 -0.03
C -1.36068 4.67994 -7.69553 -0.03 0.09 -0.03
C -1.58665 4.04562 -9.06408 0.04 -0.01 -0.04
C -1.61403 2.56214 -8.71718 0.12 0.09 -0.07
H -2.29734 4.84214 -7.15588 -0.01 -0.01 -0.02
H -0.80828 5.61616 -7.73264 0.02 -0.02 0.03
H -2.48569 4.41142 -9.55582 -0.02 -0.02 0.04
H -0.73481 4.25671 -9.71230 -0.01 0.02 0.00
H -2.61160 2.21913 -8.43474 0.01 -0.03 -0.01
H -1.22498 1.91186 -9.49635 -0.07 -0.06 0.04
O -2.66799 -1.84854 3.23999 -0.10 -0.21 -0.05
C -2.01060 -0.83846 3.31275 0.12 0.18 0.20
O -0.68152 -0.84498 3.17177 -0.19 -0.76 -0.04
C -0.12113 0.48374 3.40238 -0.60 -0.61 -0.27
C -1.28827 1.42685 3.15505 -4.60 -3.07 -0.64
C -2.48181 0.57759 3.58788 -0.18 -0.40 -0.79
H 0.24340 0.52612 4.42658 -0.18 -0.33 0.04
H 0.72270 0.62521 2.73541 0.00 -0.27 -0.01
H -1.18031 2.36521 3.69416 -3.93 -1.50 0.53
H -1.36225 1.65165 2.08903 -0.12 -0.21 -0.30
H -2.68829 0.65832 4.65808 0.05 0.08 0.02
H -3.39766 0.77773 3.03544 -0.16 -0.11 0.10
O 1.40139 -6.64921 3.69058 -0.02 -0.03 0.13
C 1.01168 -6.01771 4.63133 -0.10 0.06 -0.12
O 1.17897 -6.44545 5.90601 0.03 -0.06 -0.02
C 0.53620 -5.54265 6.82208 -0.05 0.07 0.07
C 0.42546 -4.21945 6.07337 0.04 0.03 0.01
C 0.27353 -4.69197 4.63357 0.18 0.01 0.07
H -0.44294 -5.95602 7.07713 0.00 0.01 -0.01
H 1.14272 -5.49050 7.72345 0.03 -0.03 -0.03
H -0.39106 -3.59517 6.42900 -0.03 -0.04 -0.03
H 1.35376 -3.65659 6.17792 -0.02 0.01 0.01
H -0.76816 -4.88057 4.36288 0.01 0.05 -0.03
H 0.71225 -4.01592 3.90361 -0.07 -0.02 -0.04
```
Forces are in eV/Å.

Properties
Calculated total energy in hartree: -2469.13336
HOMO-LUMO gap in eV: 4.459
2S+1: 1
Net charge: -1


[2]
The following is a DFT calculation (ωB97M-V with the def2-TZVPD basis set) of a structure of composition C24H39Cl3F2N6O10S2 at a distorted geometry.

Geometry as XYZ:
```
86
Properties=species:S:1:pos:R:3:forces:R:3
O 6.59941 0.66050 2.24265 -5.83 6.24 -5.74
C 5.82553 1.49218 1.49791 5.92 -5.66 3.43
F 5.95511 1.38183 0.02714 -1.27 1.12 4.78
N 4.96108 2.46893 2.26216 1.42 0.80 -1.65
C 5.57477 3.84679 2.36952 4.06 3.77 -4.34
O 6.38019 4.31013 1.40648 -5.76 -3.08 7.55
F 5.17041 4.65303 3.58190 1.15 -3.23 -4.38
N 3.64713 2.49167 1.82319 -6.62 0.30 0.10
C 3.02275 2.50971 0.44578 -4.42 0.46 2.43
C 1.38436 2.57082 0.70981 5.60 0.11 2.03
N 1.17847 2.62575 2.20824 5.29 -0.33 -2.60
C 2.54895 2.56705 2.86127 -0.92 -0.06 -2.03
H 3.61745 2.48931 -0.56554 -1.29 -0.02 2.45
H 0.59046 2.57885 -0.17083 1.70 -0.36 3.25
H 0.22522 2.69855 2.66938 1.91 -0.21 -0.56
H 2.78519 2.60094 4.02010 -0.66 -0.12 -2.91
C -0.17822 2.18960 -3.53018 -0.61 -0.51 -1.01
Cl -0.80017 3.52858 -4.50968 0.25 -0.17 0.37
Cl 0.23773 2.75081 -1.90183 -0.20 0.43 -1.43
Cl -1.36248 0.87397 -3.45124 0.26 0.42 0.09
H 0.72922 1.80800 -4.00514 -0.26 0.12 0.29
C 0.78669 -0.83628 0.53286 0.01 0.15 -0.05
S 1.03272 -1.85610 -0.94105 -0.17 0.13 -0.10
O 0.71846 -1.00532 -2.13559 0.13 -0.23 0.52
C -0.38823 -2.93866 -0.65493 -0.16 0.01 -0.12
H 1.54981 -0.05454 0.54605 0.05 -0.23 -0.17
H -0.20350 -0.37526 0.50702 0.07 -0.18 0.00
H 0.88904 -1.45602 1.42674 -0.10 0.03 -0.12
H -1.30530 -2.34649 -0.60674 0.16 0.03 0.06
H -0.24655 -3.48779 0.27888 0.03 0.11 -0.06
H -0.45800 -3.64724 -1.48356 0.17 0.14 0.04
C 8.13301 5.79178 -2.33414 -0.10 0.07 -0.08
C 6.95455 5.69064 -1.59309 -0.01 0.17 -0.32
C 5.78466 6.29873 -2.05240 0.07 0.01 -0.10
C 5.80523 7.00501 -3.26298 0.84 -0.45 0.34
C 6.98875 7.11462 -4.00510 -0.06 -0.03 0.05
C 8.15314 6.50463 -3.53416 -0.35 -0.04 0.24
N 4.57264 7.62491 -3.76388 -1.20 0.65 -0.55
O 3.55068 7.52173 -3.06914 1.48 0.14 -1.00
O 4.62334 8.21205 -4.85417 -0.08 -0.88 1.66
H 9.04134 5.31118 -1.97476 -0.19 0.11 -0.07
H 6.94716 5.13461 -0.65803 -0.03 0.19 -0.27
H 4.87442 6.21062 -1.46328 0.11 0.16 -0.31
H 7.02009 7.66389 -4.94375 -0.24 -0.10 0.27
H 9.07620 6.58142 -4.10451 -0.23 0.02 0.09
C -1.72866 -0.21599 -8.54758 0.43 0.26 -0.08
C -2.11380 0.43262 -7.24490 0.94 1.16 0.69
O -1.41270 1.30440 -6.73375 -0.87 -1.15 -0.74
C -3.38984 -0.02675 -6.59159 0.03 0.32 0.40
H -0.78607 0.21433 -8.90241 -0.22 -0.08 0.10
H -1.58970 -1.28998 -8.40099 -0.20 0.02 -0.12
H -2.50190 -0.03095 -9.29749 -0.02 -0.22 0.06
H -3.32487 -1.09239 -6.35799 -0.14 0.01 -0.18
H -4.23700 0.16662 -7.25443 0.03 -0.23 0.00
H -3.54030 0.52795 -5.65940 0.06 -0.11 -0.22
C -2.80068 -4.61625 3.65449 -0.21 -0.16 0.16
C -3.65127 -4.45182 2.39589 -0.24 -0.07 -0.11
C -3.94034 -2.96093 2.22926 -0.42 -0.12 -0.29
S -2.57385 -2.09875 2.99150 -0.73 -0.17 0.57
O -3.06994 -1.37762 4.14476 0.65 0.08 -0.66
O -1.77810 -1.46125 1.96153 0.17 0.44 0.09
C -1.71622 -3.55325 3.56117 0.34 -0.39 0.26
H -2.37363 -5.62069 3.72769 -0.09 0.15 -0.03
H -3.41913 -4.44494 4.54365 0.11 0.00 -0.09
H -3.09144 -4.81841 1.52691 -0.11 -0.01 0.13
H -4.57891 -5.02954 2.45605 0.39 0.30 -0.06
H -4.00514 -2.67908 1.17528 0.04 0.16 0.22
H -4.85707 -2.67038 2.74971 0.21 0.11 0.05
H -1.23023 -3.35024 4.51698 -0.04 0.18 -0.15
H -0.96909 -3.81803 2.80702 -0.06 0.08 0.05
C -3.98597 -8.27792 2.13466 -0.26 0.49 0.14
O -4.29030 -7.09565 2.14944 0.03 -0.30 -0.09
N -3.38937 -8.86226 1.08007 0.68 -0.19 -1.37
N -4.22001 -9.10214 3.17174 -0.38 -0.44 1.26
H -3.13120 -9.83420 1.04921 -0.07 0.20 0.01
H -3.19522 -8.27703 0.27810 -0.09 -0.27 0.30
H -4.66770 -8.70218 3.98597 0.14 -0.18 -0.29
H -3.97676 -10.07831 3.17837 -0.06 0.20 -0.01
C -6.58445 0.02178 6.40280 0.25 1.00 0.10
C -6.53336 -1.21635 5.49016 0.02 0.88 0.70
O -7.09919 -2.20994 6.15594 -0.19 -1.22 -0.24
H -6.03375 -0.13574 7.33884 -0.14 -0.19 -0.19
H -6.12508 0.87700 5.89361 0.08 0.20 -0.05
H -7.61474 0.30485 6.65257 0.13 -0.26 -0.07
H -5.47612 -1.31578 5.19841 0.56 -0.40 0.19
H -6.98984 -0.89397 4.54138 -0.69 -0.05 -0.48
```
Forces are in eV/Å.

Properties
Calculated total energy in hartree: -4394.84332
HOMO-LUMO gap in eV: 1.230
2S+1: 1


[3]
The following is a DFT calculation (ωB97M-V with the def2-TZVPD basis set) of a structure of composition C24H39Cl6N6O3S2SiSn.

Geometry as XYZ:
```
82
Properties=species:S:1:pos:R:3:forces:R:3
Sn 1.79791 -0.10964 1.35269 -0.05 -0.11 0.02
Cl 4.37137 -1.33213 -0.23787 0.00 -0.01 0.01
C 4.79754 -0.00083 0.78128 -0.01 -0.01 -0.01
C 3.81344 0.58946 1.56098 0.00 0.01 0.01
C 4.17435 1.64742 2.38391 0.01 0.00 0.00
Cl 2.97476 2.40640 3.36704 0.01 0.01 -0.01
C 5.48348 2.11829 2.43106 0.00 0.01 0.01
Cl 5.90383 3.42295 3.45859 0.00 0.00 0.00
C 6.45416 1.52221 1.62452 0.00 -0.01 -0.01
Cl 8.06474 2.10087 1.65450 0.00 0.00 0.00
C 6.11262 0.45801 0.79304 -0.01 0.01 0.01
Cl 7.29587 -0.26802 -0.21422 0.01 -0.01 -0.01
C -3.72600 1.18885 0.66838 0.01 0.01 0.00
C -3.28916 -0.26311 0.56629 -0.01 -0.01 0.00
C -4.16961 -1.02198 -0.41827 0.02 0.00 0.00
C -3.32555 -0.93043 1.93416 0.01 -0.01 0.00
O -1.91882 -0.20942 0.08979 0.00 0.00 0.00
Si -1.04914 -1.40737 -0.57958 -0.05 0.01 -0.01
S 0.96681 -0.65285 -0.79764 0.10 0.05 0.00
O -1.12686 -2.69630 0.38112 0.00 -0.01 0.01
C -0.82579 -4.10253 0.18031 0.00 0.01 0.00
C -0.75809 -4.70339 1.57422 0.00 0.00 0.00
C 0.50707 -4.24817 -0.53876 0.00 0.00 0.00
C -1.96075 -4.71904 -0.62374 0.00 -0.01 0.00
O -1.45563 -1.81559 -2.09128 0.00 -0.02 0.01
C -1.50721 -1.15527 -3.37271 0.00 0.01 -0.01
C -2.71613 -1.73424 -4.09187 0.00 0.00 0.01
C -0.22689 -1.49962 -4.12182 0.00 -0.01 0.01
C -1.64818 0.35197 -3.20167 0.00 -0.01 0.01
H -4.75695 1.25728 1.01785 0.00 0.00 0.00
H -3.64929 1.68067 -0.30244 0.00 0.00 0.00
H -3.08031 1.71098 1.37665 0.00 0.00 0.00
H -5.19955 -1.03502 -0.05954 0.00 0.00 0.00
H -3.83714 -2.05620 -0.52569 0.00 -0.01 0.00
H -4.15526 -0.54803 -1.39976 0.00 0.01 -0.01
H -4.34505 -0.92119 2.32316 0.00 0.00 0.00
H -2.67852 -0.39903 2.63237 -0.01 0.00 0.00
H -2.98179 -1.96180 1.87140 0.00 0.00 0.00
H 0.02946 -4.22409 2.15470 -0.01 -0.01 0.00
H -0.55053 -5.77237 1.51436 0.00 0.00 0.00
H -1.70855 -4.56424 2.09094 0.00 0.00 0.00
H 1.30180 -3.76517 0.03130 0.00 0.00 0.00
H 0.46266 -3.80285 -1.53515 0.00 0.00 0.00
H 0.75278 -5.30500 -0.64993 0.00 0.00 0.00
H -2.90967 -4.58034 -0.10263 0.00 0.00 0.00
H -1.79220 -5.78987 -0.74575 0.00 0.00 0.00
H -2.02962 -4.26077 -1.61021 0.00 0.00 0.00
H -2.61823 -2.81648 -4.18014 0.00 0.00 0.00
H -2.80451 -1.30984 -5.09254 0.00 0.00 0.00
H -3.62957 -1.51413 -3.53908 0.00 0.00 0.00
H -0.11681 -2.58164 -4.20124 0.00 0.00 0.00
H 0.64420 -1.10067 -3.59862 0.00 0.00 0.00
H -0.25154 -1.07774 -5.12734 0.00 0.00 0.00
H -2.55554 0.59690 -2.64936 -0.01 0.00 0.00
H -1.70253 0.82941 -4.18076 0.00 0.00 0.00
H -0.79519 0.76864 -2.66178 -0.01 0.00 -0.01
S 0.02560 0.49406 2.95608 0.04 -0.02 -0.01
C -0.57896 2.11970 2.80669 0.01 0.06 -0.02
N -1.45286 2.47048 3.74886 -0.01 -0.01 0.00
C -2.07876 3.79198 3.83038 0.00 0.00 0.00
C -2.10649 4.42615 2.45065 0.01 0.00 0.00
C -0.72556 4.34716 1.82555 0.00 0.00 0.00
N -0.23840 2.96846 1.86750 -0.05 -0.03 0.05
H -1.65803 1.78649 4.45945 0.00 0.00 0.00
H -1.52016 4.41404 4.53310 0.00 0.00 0.00
H -3.08596 3.66096 4.22160 0.00 0.00 0.00
H -2.41831 5.46598 2.53176 0.00 0.00 0.00
H -2.82717 3.90842 1.81724 -0.01 0.00 -0.01
H -0.01990 4.99401 2.35271 0.00 0.00 0.00
H -0.74596 4.65391 0.78166 0.00 0.00 0.00
H 0.45350 2.68184 1.17323 0.01 0.02 -0.01
Cl 1.95096 -2.13405 2.52844 0.00 -0.01 0.03
N 3.36730 1.10180 -2.69421 0.00 0.01 -0.02
C 4.14763 2.09026 -2.24492 0.00 0.00 -0.01
N 5.28005 2.37276 -2.89383 0.00 -0.01 0.01
N 3.86526 2.83835 -1.18212 0.12 -0.01 0.15
C 2.80986 2.55178 -0.49325 -0.20 0.01 -0.30
N 1.85809 2.29742 0.12884 0.09 0.10 0.10
H 3.66154 0.50905 -3.45061 0.00 -0.01 0.00
H 2.53314 0.83029 -2.19026 0.00 0.00 0.01
H 5.58923 1.85246 -3.69414 0.00 0.00 -0.01
H 5.85767 3.11232 -2.53364 0.00 0.00 0.00
```
Forces are in eV/Å.

Properties
Calculated total energy in hartree: -5553.65566
HOMO-LUMO gap in eV: 8.813
2S+1: 1
Net charge: +1